Density functional theory data (the ωB97M-V functional and the def2-TZVPD basis) for a cluster of 10 separate species, C27H78N4O14 in total.

The geometry in XYZ format:
```
123
Properties=species:S:1:pos:R:3:lowdin_charge:R:1
C 2.47 3.87 6.96 -0.090
O 1.78 4.64 5.94 -0.171
C 0.44 4.31 6.09 -0.266
C -0.39 5.12 4.99 -0.175
N -1.80 4.68 4.94 -0.060
C -2.59 5.17 3.77 -0.178
C -3.73 4.14 3.43 -0.179
O -4.82 4.19 4.44 -0.177
C -5.83 3.23 4.23 -0.136
H 1.89 4.00 7.87 0.083
H 3.43 4.38 7.01 0.088
H 2.71 2.83 6.75 0.084
H -0.01 4.46 7.07 0.110
H 0.28 3.24 5.96 0.103
H 0.04 4.81 4.04 0.108
H -0.22 6.19 5.12 0.114
H -2.25 5.04 5.77 0.102
H -1.99 5.13 2.86 0.096
H -3.03 6.16 3.78 0.116
H -3.19 3.24 3.14 0.091
H -4.13 4.43 2.46 0.112
H -5.46 2.20 4.23 0.071
H -6.31 3.37 3.26 0.078
H -6.66 3.28 4.94 0.084
C 0.72 0.45 -3.88 -0.103
O 0.97 -0.88 -3.46 -0.202
C 1.70 -0.83 -2.26 -0.229
C 2.09 -2.30 -1.89 -0.185
N 3.03 -2.76 -2.88 -0.050
C 3.95 -3.77 -2.31 -0.207
C 4.81 -4.38 -3.39 -0.199
O 4.00 -5.28 -4.24 -0.201
C 4.87 -6.24 -4.87 -0.122
H 1.68 0.89 -4.16 0.090
H 0.26 1.03 -3.07 0.079
H 0.13 0.43 -4.80 0.090
H 0.99 -0.30 -1.64 0.095
H 2.52 -0.11 -2.29 0.091
H 1.16 -2.86 -1.97 0.109
H 2.57 -2.22 -0.91 0.087
H 2.62 -3.29 -3.63 0.103
H 3.37 -4.54 -1.80 0.122
H 4.68 -3.30 -1.65 0.113
H 5.67 -4.84 -2.91 0.119
H 5.19 -3.65 -4.10 0.127
H 4.45 -6.93 -5.60 0.084
H 5.58 -6.79 -4.25 0.082
H 5.56 -5.64 -5.46 0.078
C 4.98 -1.03 1.06 -0.107
O 5.54 0.26 1.10 -0.156
C 4.97 1.05 0.12 -0.239
C 3.52 1.53 0.38 -0.204
N 2.73 1.94 -0.75 -0.054
C 2.93 3.35 -0.93 -0.216
C 2.33 4.00 -2.17 -0.231
O 2.41 5.43 -2.03 -0.173
C 1.72 6.00 -3.09 -0.125
H 4.02 -1.13 0.56 0.052
H 4.78 -1.39 2.07 0.096
H 5.61 -1.70 0.47 0.086
H 5.23 0.66 -0.87 0.128
H 5.64 1.91 0.19 0.122
H 3.41 2.22 1.21 0.133
H 3.02 0.62 0.72 0.091
H 3.16 1.46 -1.53 0.079
H 4.00 3.58 -0.91 0.123
H 2.49 4.00 -0.17 0.123
H 1.32 3.62 -2.34 0.098
H 2.82 3.64 -3.07 0.118
H 1.73 7.05 -2.80 0.099
H 0.69 5.64 -3.02 0.076
H 2.08 5.77 -4.10 0.091
C -2.75 -2.03 0.54 -0.104
O -4.04 -2.66 0.54 -0.146
C -4.08 -3.92 -0.19 -0.164
C -3.47 -3.87 -1.62 -0.109
N -3.67 -5.18 -2.23 0.184
C -2.94 -5.41 -3.45 -0.113
C -3.22 -6.72 -4.21 -0.162
O -2.14 -7.65 -4.29 -0.155
C -0.90 -7.13 -4.73 -0.105
H -1.96 -2.70 0.88 0.088
H -2.75 -1.24 1.29 0.076
H -2.39 -1.48 -0.33 0.086
H -5.09 -4.33 -0.18 0.132
H -3.57 -4.72 0.36 0.127
H -2.45 -3.52 -1.71 0.137
H -4.11 -3.13 -2.10 0.168
H -4.65 -5.28 -2.47 0.172
H -1.88 -5.19 -3.33 0.140
H -3.20 -4.58 -4.11 0.170
H -3.32 -6.45 -5.26 0.127
H -4.20 -7.18 -4.12 0.140
H -0.07 -7.19 -4.03 0.097
H -0.93 -6.14 -5.18 0.089
H -0.48 -7.65 -5.59 0.095
C -4.87 1.30 0.55 -0.221
O -6.05 1.95 0.36 -0.068
H -4.36 0.85 -0.30 0.074
H -4.11 1.88 1.07 0.061
H -5.00 0.41 1.17 0.071
H -6.69 1.29 0.08 0.088
C -0.73 0.73 0.65 -0.144
O -1.63 1.56 1.33 -0.128
H 0.29 1.10 0.67 0.083
H -0.73 -0.32 0.93 0.051
H -1.09 0.71 -0.38 0.088
H -1.62 1.31 2.26 0.041
C -0.75 4.08 -0.38 -0.158
O -1.85 3.90 0.47 -0.136
H -1.12 4.33 -1.37 0.073
H -0.18 4.94 -0.02 0.088
H -0.17 3.16 -0.48 0.057
H -1.93 2.97 0.69 -0.012
O 1.51 -2.98 1.26 -0.052
H 0.89 -2.36 1.64 -0.023
H 1.11 -3.84 1.42 0.032
O -0.37 -1.78 2.87 -0.052
H -0.87 -1.05 3.25 -0.007
H -0.23 -2.38 3.60 0.066
O -1.72 0.47 3.80 -0.009
H -1.20 0.49 4.60 0.088
H -2.59 0.17 4.08 0.088
```

Its net charge is +1. As for the spin multiplicity: 2. The expectation value of S² is 0.7543. The value obtained for the total energy is -2347.179868 Eh. As for the relative energy (zero: lowest compared OMol25 entry of this formula, charge and spin): 34.8 kcal/mol. Its LUMO energy (alpha / beta) is -3.18 / -8.30 eV.